#1
DFT (wB97M-V/def2-TZVPD) results for a single C11H23N5O3 molecule.

Computed properties:
**Kohn-Sham gap**: 10.145 eV
**Charge**: 0

Positions of all 42 atoms, in Å:
H  1.6467  4.7755  -0.6181
N  1.8143  3.9634  -1.1219
C  2.9939  3.5743  -1.0638
N  4.0892  4.1268  -0.4675
N  3.3321  2.1706  -1.4986
C  2.2410  1.4855  -2.1510
C  1.3560  0.9084  -1.0265
C  1.7977  -0.4707  -0.3756
C  1.1092  -0.7947  0.9305
N  -0.3418  -0.8512  0.7939
C  -1.1451  -1.6282  1.5409
O  -0.7426  -2.3209  2.4000
C  -2.6735  -1.4810  1.0872
N  -2.8826  -0.0328  1.1461
C  -3.0044  -2.1236  -0.2125
C  -2.6929  -3.6020  -0.1550
C  -4.4487  -1.9434  -0.7436
C  1.4265  0.3221  1.9473
O  0.7523  1.3259  2.2132
O  2.5465  0.1284  2.6626
H  3.9508  4.7710  0.1684
H  4.8510  3.5317  -0.4402
H  4.1431  2.2931  -2.1225
H  2.6800  0.5927  -2.7371
H  1.6816  2.1356  -2.8107
H  1.3742  1.6555  -0.2501
H  0.3741  0.8333  -1.5492
H  1.5255  -1.2671  -1.1268
H  2.9102  -0.3860  -0.2071
H  1.4470  -1.6842  1.3975
H  -0.7424  0.0083  0.4484
H  -3.2303  -2.1195  1.9070
H  -3.8802  0.1775  1.2614
H  -2.4826  0.2926  2.0395
H  -2.4131  -1.7253  -1.0746
H  -3.1752  -4.2134  0.6459
H  -2.7596  -3.9177  -1.1688
H  -1.6218  -3.7488  -0.0657
H  -4.6087  -2.5153  -1.6573
H  -4.7504  -0.8943  -0.9234
H  -5.1638  -2.3907  -0.0234
H  2.7168  1.0387  3.0015

#2
DFT (wB97M-V/def2-TZVPD) results for a single C11H23N5O3 molecule.

Computed properties:
**Kohn-Sham gap**: 8.628 eV
**Charge**: 0

Positions of all 42 atoms, in Å:
H  -1.4187  -3.3571  -0.3564
N  -2.4904  -3.4060  -0.4066
C  -3.0476  -2.2926  -0.1159
N  -4.4771  -2.3663  -0.2513
N  -2.6288  -1.0888  0.2896
C  -3.2524  0.2126  -0.2234
C  -3.1313  1.2100  0.9982
C  -1.5967  1.7270  1.1858
C  -0.6387  1.7314  -0.0217
N  0.7703  1.5339  0.3298
C  1.3178  0.3463  -0.1817
O  0.5902  -0.6713  -0.6292
C  2.8318  0.2183  -0.2396
N  3.5530  1.5261  0.2834
C  3.2184  -1.1867  0.2418
C  2.9186  -2.0800  -0.9895
C  4.6166  -1.2464  0.5826
C  -0.9833  3.1081  -0.6874
O  -0.1940  4.0943  -1.0058
O  -2.3895  3.1893  -0.5905
H  -5.0965  -2.3280  0.5754
H  -4.8895  -3.2430  -0.8366
H  -1.6288  -1.2678  0.2623
H  -4.4414  0.0968  -0.6307
H  -2.4610  0.6396  -1.1507
H  -3.9411  2.0401  0.8949
H  -3.4544  0.7144  1.9070
H  -1.7967  2.7638  1.7820
H  -0.9190  0.9027  1.9348
H  -0.9478  0.8012  -0.7503
H  1.2260  2.5127  0.0501
H  3.2082  0.2487  -1.2543
H  3.8794  1.5120  1.2876
H  4.3863  1.6796  -0.5672
H  2.6464  -1.7382  1.1041
H  1.8820  -1.7290  -1.6034
H  3.7280  -1.8252  -1.8345
H  2.8624  -3.2854  -0.5596
H  4.8473  -2.1929  1.1984
H  5.4460  -1.3064  -0.1907
H  4.7846  -0.3504  1.1790
H  -2.8887  4.1526  -1.0099

Stability order, top to bottom: #1, #2